(1)
Computed, not measured: a 2-piece molecular cluster, CH2N2S2 overall at a distorted geometry, with ωB97M-V/def2-TZVPD.

Calculated values
Relative energy (zero: lowest compared OMol25 entry of this formula, charge and spin) = 4.964 eV
Orbital gap (alpha / beta) = 6.27 / 7.81 eV
Net charge = 0
Molar mass = 106.17 g mol⁻¹
DFT total energy = -944.981152 a.u.
LUMO level (alpha / beta) = -2.7 / -2.2 eV

Positions of all 7 atoms, in Å:
C (0.106, -0.214, -1.733)
N (0.316, -0.550, -2.816)
N (-0.140, 0.164, 0.692)
S (-1.643, -0.056, 1.226)
S (1.178, -0.730, 1.149)
H (-1.826, 1.156, 1.027)
H (2.008, 0.231, 0.455)

=====

(2)
Computed, not measured: a 2-piece molecular cluster, C6H7BF2O2 overall at a distorted geometry, with ωB97M-V/def2-TZVPD.

Calculated values
Orbital gap = 8.30 eV
Net charge = 0
Molar mass = 159.93 g mol⁻¹
DFT total energy = -607.892475 a.u.
LUMO level = -0.3 eV

Positions of all 18 atoms, in Å:
B (-1.932, -0.452, 0.104)
C (2.354, 0.790, -0.108)
C (1.369, 1.728, 0.144)
C (2.093, -0.522, 0.071)
C (0.075, 1.306, 0.213)
C (0.659, -1.004, 0.047)
C (-0.398, -0.007, -0.135)
O (-2.833, 0.321, 0.813)
O (-1.993, -1.630, -0.500)
F (-0.912, 2.206, 0.455)
F (-0.635, 0.337, -1.945)
H (3.425, 1.019, -0.170)
H (1.573, 2.698, 0.493)
H (2.718, -1.343, -0.122)
H (0.602, -1.772, -0.763)
H (0.332, -1.573, 1.064)
H (-3.802, 0.121, 0.591)
H (-2.694, -2.221, -0.255)